{
  "formula": "C17H14F5N2O5STe2V",
  "method": "ωB97M-V/def2-TZVPD",
  "spin_multiplicity": 4,
  "de_lowest_ev": 0.000,
  "e_tot_ha": -3519.80737,
  "fmax_ev_per_a": 0.6,
  "charge": -1,
  "homo_lumo_gap_ev": [6.83, 8.10],
  "lumo_ev": [2.18, 2.18],
  "symbols": ["V", "O", "C", "O", "C", "O", "O", "C", "Te", "C", "C", "C", "C", "C", "C", "C", "H", "H", "H", "H", "H", "H", "H", "H", "N", "C", "N", "C", "C", "C", "C", "C", "C", "S", "H", "H", "H", "H", "H", "H", "F", "Te", "F", "F", "F", "F", "O"],
  "positions_angstrom": [[1.2133, 1.1520, -2.0702], [3.7302, 3.8076, -0.4338], [2.8165, 3.2001, -0.9442], [2.5135, 1.9498, -0.7489], [1.8116, 3.8926, -1.9255], [1.4969, 5.0576, -1.7675], [1.2924, 3.0964, -2.8190], [1.4546, -2.1337, 1.6568], [2.4034, -0.4839, 0.7176], [0.5198, 0.4166, 1.3167], [0.2614, -0.2168, 2.6500], [-0.3621, 0.4246, 3.7140], [-0.5481, -0.2342, 4.9210], [-0.1004, -1.5387, 5.0789], [0.5400, -2.1820, 4.0299], [0.7221, -1.5313, 2.8165], [2.1818, -2.8938, 1.9276], [0.7964, -2.5284, 0.8770], [-0.2147, 0.1008, 0.5732], [0.5716, 1.5031, 1.3439], [-0.7010, 1.4465, 3.5929], [-1.0353, 0.2748, 5.7431], [-0.2380, -2.0506, 6.0230], [0.9083, -3.1938, 4.1544], [-1.3008, 3.4425, -2.2823], [-1.7687, 2.2434, -1.9625], [-1.0424, 1.1436, -1.8754], [-1.8535, 0.0482, -1.5457], [-1.4296, -1.2690, -1.3847], [-2.3566, -2.2358, -1.0321], [-3.6990, -1.9204, -0.8336], [-4.1358, -0.6160, -0.9922], [-3.2055, 0.3474, -1.3478], [-3.4777, 2.0446, -1.6187], [-0.3108, 3.5286, -2.6045], [-1.9116, 4.2373, -2.2970], [-0.3955, -1.5301, -1.5434], [-2.0224, -3.2589, -0.9157], [-4.4045, -2.6930, -0.5573], [-5.1754, -0.3543, -0.8428], [1.0009, -1.0768, -3.3599], [2.6749, -1.6504, -2.6136], [2.8848, -2.2775, -4.4352], [1.6287, -3.1891, -2.1502], [3.6202, -1.9837, -0.1169], [2.9775, 0.3477, -3.0620], [1.6685, -0.6637, -1.0540]],
  "atomic_forces_ev_per_a": [[0.14, -0.26, -0.54], [-0.03, -0.02, 0.02], [-0.02, 0.15, -0.06], [-0.25, -0.01, 0.23], [0.10, 0.21, 0.25], [0.07, -0.07, -0.14], [-0.14, -0.14, 0.10], [0.02, -0.01, -0.05], [0.06, 0.12, -0.05], [0.03, -0.05, 0.03], [-0.01, -0.02, 0.01], [0.00, 0.00, 0.00], [-0.01, 0.01, 0.00], [0.00, 0.00, 0.01], [-0.01, 0.00, 0.01], [-0.02, 0.02, 0.01], [0.00, 0.00, 0.00], [0.00, -0.02, 0.02], [0.01, 0.02, 0.01], [0.02, 0.00, -0.01], [0.00, 0.00, 0.00], [0.00, 0.00, 0.00], [0.00, 0.00, 0.00], [0.00, 0.00, 0.00], [0.19, -0.03, -0.15], [0.09, -0.12, 0.01], [-0.05, 0.23, 0.09], [0.05, 0.04, 0.06], [-0.02, -0.02, -0.04], [0.02, 0.00, 0.00], [0.00, 0.00, 0.01], [0.01, 0.00, 0.00], [-0.02, -0.04, 0.00], [-0.03, 0.04, 0.01], [-0.18, -0.01, 0.08], [0.00, 0.00, 0.01], [0.00, 0.00, -0.01], [0.00, 0.00, 0.00], [0.00, 0.00, 0.00], [0.00, 0.00, 0.00], [-0.02, 0.13, 0.02], [0.08, 0.17, 0.06], [0.00, -0.04, -0.08], [-0.08, -0.14, 0.01], [0.04, -0.08, 0.01], [0.01, -0.04, -0.09], [-0.04, -0.09, 0.13]]
}